{
  "formula": "C2H7N3",
  "method": "wB97M-V/def2-TZVPD",
  "species": ["C", "C", "H", "H", "H", "H", "H", "H", "H", "N", "N", "N"],
  "positions_angstrom": [[0.098987, 1.548350, 1.195130], [-0.303479, -0.758611, -1.164415], [0.714314, 1.518001, 0.081307], [0.680767, 2.057982, 1.930626], [-1.119359, 1.816653, 1.023154], [1.046475, -0.241038, 1.273810], [-1.546635, -0.963822, 0.498443], [-1.150320, -1.178856, -1.657122], [1.332085, -0.340074, -1.078462], [0.064164, 0.128552, 1.278291], [-0.698354, -0.392349, 0.140871], [0.815564, -0.794385, -1.741456]],
  "forces_ev_per_a": [[-1.74, -0.09, -5.89], [-0.94, -0.88, 1.22], [-1.76, 2.24, 2.61], [-0.03, 0.20, 0.65], [3.80, 0.11, 0.65], [-1.36, 0.11, -0.12], [2.17, 1.50, -0.94], [-0.83, -0.27, -0.38], [3.36, 1.41, 1.88], [0.32, -3.19, 0.07], [-1.43, -0.93, 1.56], [-1.57, -0.24, -1.30]],
  "e_lumo_ev": 0.93,
  "homo_energy_ha": -0.3358,
  "spin_multiplicity": 1,
  "smiles": "[H]/N=C\\NNC"
}